# 1
Density functional theory data (the ωB97M-V functional and the def2-TZVPD basis) for a cluster of 3 separate species, C31H48Br4ClF8N4O6S in total at a distorted geometry.

Each atom is followed by the atoms it is bonded to, with distances in Å.
Element x y z (Å)
1 C 0.23590 2.57881 -1.74978  C2 1.213, H48 1.098
2 C 0.34174 1.41267 -1.43451  C1 1.213, C3 1.471
3 C 0.48248 0.14678 -0.69874  C2 1.471, C4 1.575, N40 1.458, H49 1.099
4 C -0.80795 -0.68889 -1.04133  C3 1.575, S5 1.822, N18 1.527, H50 1.091
5 S -0.55898 -1.40214 -2.69918  C4 1.822, O6 1.423, O7 1.442, C8 1.883
6 O 0.80421 -1.39148 -3.10768  S5 1.423
7 O -0.99302 -2.77010 -2.83881  S5 1.442
8 C -1.51952 -0.59145 -4.10125  S5 1.883, F9 1.311, F10 1.318, C11 1.553
9 F -0.81890 -0.87875 -5.17155  C8 1.311
10 F -2.65622 -1.22584 -4.30959  C8 1.318
11 C -1.79686 0.93606 -4.13568  C8 1.553, F12 1.348, F13 1.324, C14 1.569
12 F -2.82413 1.06731 -4.99923  C11 1.348
13 F -2.27615 1.46113 -3.01859  C11 1.324
14 C -0.69844 1.81989 -4.82393  C11 1.569, F15 1.312, F16 1.309, F17 1.308
15 F -0.82218 1.73721 -6.12784  C14 1.312
16 F -0.92558 3.07435 -4.52747  C14 1.309
17 F 0.51861 1.44284 -4.52803  C14 1.308
18 N -1.45041 -1.52227 0.06457  C4 1.527, C19 1.504, C22 1.524, C25 1.554
19 C -2.93743 -1.37739 -0.11030  N18 1.504, C20 1.513, H51 1.086, H52 1.091
20 C -3.55548 -1.61156 -1.47092  C19 1.513, N21 1.256, H53 1.087
21 N -4.51498 -0.88950 -1.83799  C20 1.256, H54 1.017
22 C -1.14543 -3.01426 0.01088  N18 1.524, C23 1.523, F24 1.363, H55 1.085
23 C -2.18041 -4.04542 -0.41908  C22 1.523, H56 1.086, H57 1.085, H58 1.088
24 F -0.74712 -3.50129 1.22013  C22 1.363
25 C -0.99645 -0.86337 1.39634  N18 1.554, O26 1.387, C27 1.590, C31 1.574
26 O -1.56660 -1.45312 2.51457  C25 1.387, H59 0.962
27 C -1.65835 0.57552 1.53783  C25 1.590, C28 1.519, H60 1.090, H61 1.094
28 C -1.49853 1.27538 2.87625  C27 1.519, O29 1.183, Cl30 1.802
29 O -2.14113 0.99187 3.82829  C28 1.183
30 Cl -0.48247 2.74907 3.08245  C28 1.802
31 C 0.56873 -0.80169 1.55432  C25 1.574, C32 1.546, C37 1.547, N40 1.509
32 C 1.06117 -0.57804 3.00237  C31 1.546, C33 1.546, H62 1.090, H63 1.094
33 C 1.04933 -1.56260 4.19381  C32 1.546, C34 1.533, H64 1.087, H65 1.097
34 C -0.11666 -2.21677 4.94395  C33 1.533, C35 1.528, C36 1.549, H66 1.094
35 C -1.20966 -1.31661 5.51938  C34 1.528, H67 1.091, H68 1.089, H69 1.089
36 C -0.66643 -3.53695 4.34852  C34 1.549, H70 1.090, H71 1.088, H72 1.088
37 C 1.50506 -1.85693 0.91886  C31 1.547, N38 1.479, H73 1.093, H74 1.099
38 N 1.77676 -3.10983 1.65666  C37 1.479, C39 1.474, H75 1.010
39 C 2.10272 -4.20919 0.73020  N38 1.474, H76 1.101, H77 1.089, H78 1.088
40 N 0.80143 0.41912 0.69809  C3 1.458, C31 1.509, C41 1.444
41 C 2.02478 1.17625 0.81616  N40 1.444, C42 1.546, H79 1.089, H80 1.101
42 C 1.91527 2.71436 0.92074  C41 1.546, O43 1.429, H81 1.088, H82 1.095
43 O 2.56544 3.17401 2.10702  C42 1.429, C44 1.387
44 C 2.61632 4.55893 2.15833  O43 1.387, O45 1.195, C46 1.521
45 O 3.66648 5.08328 2.38276  C44 1.195
46 C 1.36339 5.40588 1.99976  C44 1.521, C47 1.530, H83 1.092, H84 1.089
47 C 1.68099 6.86355 1.66074  C46 1.530, H85 1.087, H86 1.085, H87 1.089
48 H 0.15365 3.65356 -1.96051  C1 1.098
49 H 1.38401 -0.27385 -1.16567  C3 1.099
50 H -1.54598 0.10151 -1.18449  C4 1.091
51 H -3.48555 -1.91781 0.65525  C19 1.086
52 H -3.27606 -0.34803 0.01630  C19 1.091
53 H -3.25808 -2.40089 -2.15666  C20 1.087
54 H -4.82000 -1.18284 -2.76271  N21 1.017
55 H -0.26814 -3.21364 -0.59617  C22 1.085
56 H -1.78004 -5.02396 -0.17110  C23 1.086
57 H -2.37844 -4.11141 -1.48396  C23 1.085
58 H -3.12755 -4.00229 0.11554  C23 1.088
59 H -2.52856 -1.46977 2.49827  O26 0.962
60 H -1.56828 1.21048 0.65673  C27 1.090
61 H -2.73898 0.43248 1.62509  C27 1.094
62 H 0.89453 0.43842 3.36002  C32 1.090
63 H 2.14264 -0.53305 2.84047  C32 1.094
64 H 1.77794 -2.35912 4.06421  C33 1.087
65 H 1.54912 -0.98359 4.98046  C33 1.097
66 H 0.35649 -2.60465 5.85144  C34 1.094
67 H -0.86046 -0.29177 5.65668  C35 1.091
68 H -1.52849 -1.64091 6.50932  C35 1.089
69 H -2.11618 -1.27586 4.91732  C35 1.089
70 H -0.81402 -4.26928 5.14264  C36 1.090
71 H -1.64550 -3.39852 3.89526  C36 1.088
72 H 0.06208 -3.95854 3.65850  C36 1.088
73 H 1.32837 -2.17656 -0.11145  C37 1.093
74 H 2.49362 -1.38200 0.85516  C37 1.099
75 H 2.62441 -3.00142 2.19517  N38 1.010
76 H 3.08787 -4.02144 0.27578  C39 1.101
77 H 2.16293 -5.14581 1.28253  C39 1.089
78 H 1.34756 -4.34688 -0.04119  C39 1.088
79 H 2.74917 0.92179 1.58807  C41 1.089
80 H 2.61555 1.06621 -0.10669  C41 1.101
81 H 0.87815 3.03138 0.83054  C42 1.088
82 H 2.43781 3.18422 0.08063  C42 1.095
83 H 0.84499 5.37479 2.96075  C46 1.092
84 H 0.65875 5.04382 1.25203  C46 1.089
85 H 2.29287 6.95218 0.76668  C47 1.087
86 H 2.15535 7.36049 2.50029  C47 1.085
87 H 0.73069 7.35790 1.46353  C47 1.089
88 Br 3.33584 -3.50325 -2.30238  C89 1.947
89 C 3.29809 -4.93242 -3.62395  Br88 1.947, C90 1.504, H92 1.085, H93 1.088
90 C 2.18521 -5.90420 -3.34101  C89 1.504, Br91 1.946, H94 1.088, H95 1.086
91 Br 2.62480 -7.08417 -1.85708  C90 1.946
92 H 4.28106 -5.39174 -3.61704  C89 1.085
93 H 3.13858 -4.43839 -4.58012  C89 1.088
94 H 2.02608 -6.56047 -4.19393  C90 1.088
95 H 1.25161 -5.41220 -3.08576  C90 1.086
96 Br -0.10418 9.18607 -2.34520  C97 1.944
97 C -0.08145 7.78091 -3.68767  Br96 1.944, C98 1.505, H100 1.085, H101 1.088
98 C -1.13571 6.74293 -3.41381  C97 1.505, Br99 1.953, H102 1.088, H103 1.085
99 Br -0.60530 5.55939 -1.95375  C98 1.953
100 H 0.92363 7.37145 -3.69996  C97 1.085
101 H -0.27990 8.28022 -4.63345  C97 1.088
102 H -1.26870 6.09122 -4.27517  C98 1.088
103 H -2.09323 7.17055 -3.13531  C98 1.085

Computed properties:
Highest occupied orbital energy ... -11.373 eV
Charge ... +1

Here are the Mulliken charges for atoms 1 to 2, given in e: atom 1 (C): -0.991, atom 2 (C): -0.983


# 2
Density functional theory data (the ωB97M-V functional and the def2-TZVPD basis) for a cluster of 12 separate species, C38H98N2O12S10 in total at a distorted geometry.

Each atom is followed by the atoms it is bonded to, with distances in Å.
Element x y z (Å)
1 C -20.83700 7.01197 -2.57558  S2 1.855, H5 1.090, H6 1.090, H7 1.090
2 S -20.66080 8.58486 -3.54355  C1 1.855, O3 1.543, C4 1.873
3 O -19.86667 8.32872 -4.84096  S2 1.543
4 C -19.43978 9.45906 -2.42386  S2 1.873, H8 1.090, H9 1.090, H10 1.090
5 H -19.80642 6.66467 -2.50222  C1 1.090
6 H -21.34435 6.34778 -3.27526  C1 1.090
7 H -21.25745 7.08295 -1.57245  C1 1.090
8 H -19.89208 9.77784 -1.48477  C4 1.090
9 H -19.13370 10.38443 -2.91183  C4 1.090
10 H -18.50016 9.00735 -2.10579  C4 1.090
11 C -23.61073 -1.44624 -4.06845  S12 1.860, H15 1.090, H16 1.090, H17 1.090
12 S -21.96277 -0.86901 -4.70826  C11 1.860, O13 1.540, C14 1.853
13 O -21.79874 0.54398 -4.11949  S12 1.540
14 C -20.98818 -2.01166 -3.62353  S12 1.853, H18 1.090, H19 1.090, H20 1.090
15 H -23.96365 -2.30870 -4.63386  C11 1.090
16 H -24.41122 -0.72024 -4.21077  C11 1.090
17 H -23.55379 -1.65001 -2.99919  C11 1.090
18 H -21.07556 -2.99023 -4.09562  C14 1.090
19 H -21.47084 -2.23092 -2.67113  C14 1.090
20 H -19.96087 -1.67209 -3.49151  C14 1.090
21 C -31.24101 0.88436 -1.10611  S22 1.879, H25 1.090, H26 1.090, H27 1.090
22 S -29.99489 -0.48871 -1.40912  C21 1.879, O23 1.528, C24 1.842
23 O -30.73084 -1.78664 -1.73636  S22 1.528
24 C -29.37120 0.21642 -2.99254  S22 1.842, H28 1.090, H29 1.090, H30 1.090
25 H -30.88303 1.83236 -0.70457  C21 1.090
26 H -31.94028 0.56195 -0.33462  C21 1.090
27 H -31.89357 1.03837 -1.96550  C21 1.090
28 H -28.98617 -0.61303 -3.58573  C24 1.090
29 H -28.54518 0.88839 -2.75962  C24 1.090
30 H -30.09706 0.75059 -3.60562  C24 1.090
31 C -19.36800 1.04941 -1.88562  S32 1.810, H35 1.090, H36 1.090, H37 1.090
32 S -17.78317 1.77932 -2.36638  C31 1.810, O33 1.529, C34 1.846
33 O -16.71368 1.33297 -1.36849  S32 1.529
34 C -17.45698 0.99215 -4.00356  S32 1.846, H38 1.090, H39 1.090, H40 1.090
35 H -19.98556 1.79644 -1.38696  C31 1.090
36 H -19.29454 0.23742 -1.16217  C31 1.090
37 H -19.99808 0.73062 -2.71596  C31 1.090
38 H -16.51523 1.36553 -4.40583  C34 1.090
39 H -18.17994 1.47044 -4.66434  C34 1.090
40 H -17.73234 -0.03956 -4.22230  C34 1.090
41 C -23.16012 0.28531 7.28010  S42 1.814, H45 1.090, H46 1.090, H47 1.090
42 S -22.82864 1.84023 6.40610  C41 1.814, O43 1.546, C44 1.872
43 O -21.29015 1.99300 6.42165  S42 1.546
44 C -23.25619 1.30720 4.66349  S42 1.872, H48 1.090, H49 1.090, H50 1.090
45 H -24.21091 0.02522 7.15253  C41 1.090
46 H -22.74950 0.13846 8.27906  C41 1.090
47 H -22.64125 -0.42252 6.63368  C41 1.090
48 H -22.78969 0.34411 4.45624  C44 1.090
49 H -22.95907 2.13322 4.01734  C44 1.090
50 H -24.32837 1.21412 4.49062  C44 1.090
51 C -24.70005 9.79440 -2.66121  S52 1.810, H55 1.090, H56 1.090, H57 1.090
52 S -25.65805 8.74592 -1.53956  C51 1.810, O53 1.531, C54 1.869
53 O -27.08413 9.24499 -1.29304  S52 1.531
54 C -25.86349 7.25777 -2.65147  S52 1.869, H58 1.090, H59 1.090, H60 1.090
55 H -24.77891 10.85944 -2.44307  C51 1.090
56 H -24.94885 9.66900 -3.71500  C51 1.090
57 H -23.67215 9.43541 -2.60978  C51 1.090
58 H -26.41197 7.73758 -3.46205  C54 1.090
59 H -26.48067 6.42776 -2.30757  C54 1.090
60 H -24.92881 6.76899 -2.92639  C54 1.090
61 C -21.87436 -1.97882 1.35909  S62 1.897, H65 1.090, H66 1.090, H67 1.090
62 S -21.51695 -3.84133 1.38646  C61 1.897, O63 1.525, C64 1.838
63 O -20.55113 -4.02051 2.55312  S62 1.525
64 C -23.07793 -4.50648 2.09411  S62 1.838, H68 1.090, H69 1.090, H70 1.090
65 H -22.55987 -1.63469 0.58467  C61 1.090
66 H -20.96857 -1.43952 1.08196  C61 1.090
67 H -22.08414 -1.45713 2.29287  C61 1.090
68 H -22.96017 -4.89601 3.10529  C64 1.090
69 H -23.44201 -5.42161 1.62712  C64 1.090
70 H -23.79242 -3.68649 2.02180  C64 1.090
71 C -24.33915 -5.04841 -1.86569  S72 1.795, H75 1.090, H76 1.090, H77 1.090
72 S -25.39346 -3.85420 -1.03814  C71 1.795, O73 1.571, C74 1.859
73 O -24.41767 -2.69067 -0.63436  S72 1.571
74 C -26.51159 -3.16508 -2.35395  S72 1.859, H78 1.090, H79 1.090, H80 1.090
75 H -23.40872 -5.16403 -1.30980  C71 1.090
76 H -23.94954 -4.58738 -2.77331  C71 1.090
77 H -24.97158 -5.90742 -2.08977  C71 1.090
78 H -26.98810 -4.00956 -2.85182  C74 1.090
79 H -25.79244 -2.90555 -3.13087  C74 1.090
80 H -27.19509 -2.31815 -2.29361  C74 1.090
81 C -27.14051 2.14726 3.85080  S82 1.873, H85 1.090, H86 1.090, H87 1.090
82 S -28.18682 3.08771 2.61458  C81 1.873, O83 1.534, C84 1.905
83 O -29.32814 3.40968 3.58787  S82 1.534
84 C -26.93405 4.51747 2.49531  S82 1.905, H88 1.090, H89 1.090, H90 1.090
85 H -27.19351 2.71033 4.78260  C81 1.090
86 H -26.10340 1.94395 3.58404  C81 1.090
87 H -27.79312 1.30056 4.06366  C81 1.090
88 H -26.77054 5.16222 3.35882  C84 1.090
89 H -27.14821 5.09846 1.59827  C84 1.090
90 H -25.97145 4.07875 2.23253  C84 1.090
91 C -25.99044 -2.39292 4.54258  S92 1.792, H95 1.090, H96 1.090, H97 1.090
92 S -26.13437 -1.29417 3.13490  C91 1.792, O93 1.529, C94 1.827
93 O -24.82507 -1.56761 2.39408  S92 1.529
94 C -27.41069 -2.13680 2.13455  S92 1.827, H98 1.090, H99 1.090, H100 1.090
95 H -27.00643 -2.63937 4.85098  C91 1.090
96 H -25.37863 -2.18885 5.42130  C91 1.090
97 H -25.63167 -3.29514 4.04721  C91 1.090
98 H -27.37464 -1.89231 1.07294  C94 1.090
99 H -28.40726 -1.74859 2.34484  C94 1.090
100 H -27.37320 -3.22492 2.18635  C94 1.090
101 C -19.28260 0.20060 3.25564  C102 1.498, H112 1.090, H113 1.090, H114 1.090
102 C -17.81228 0.12164 2.97952  C101 1.498, C103 1.585, N107 1.508, C111 1.563
103 C -17.60290 1.07464 1.73073  C102 1.585, C104 1.503, H115 1.090, H116 1.090
104 C -16.31790 1.85354 1.70016  C103 1.503, C105 1.543, H117 1.090, H118 1.090
105 C -16.14216 2.52468 3.07796  C104 1.543, C106 1.543, H119 1.090, H120 1.090
106 C -16.11614 1.60394 4.31638  C105 1.543, N107 1.460, C109 1.522, C110 1.544
107 N -17.20450 0.63169 4.26229  C102 1.508, C106 1.460, O108 1.408
108 O -17.52317 -0.00675 5.47591  N107 1.408, H130 0.960
109 C -14.91084 0.68768 4.16406  C106 1.522, H121 1.090, H122 1.090, H123 1.090
110 C -16.18497 2.50115 5.57136  C106 1.544, H124 1.090, H125 1.090, H126 1.090
111 C -17.30284 -1.31223 2.62467  C102 1.563, H127 1.090, H128 1.090, H129 1.090
112 H -19.61051 0.98692 3.93556  C101 1.090
113 H -19.73376 0.25768 2.26504  C101 1.090
114 H -19.61177 -0.73087 3.71622  C101 1.090
115 H -17.58489 0.46934 0.82442  C103 1.090
116 H -18.39422 1.79775 1.53322  C103 1.090
117 H -15.47867 1.16601 1.59486  C104 1.090
118 H -16.23349 2.45658 0.79610  C104 1.090
119 H -16.94839 3.21653 3.32177  C105 1.090
120 H -15.14338 2.95107 2.98448  C105 1.090
121 H -13.97603 1.24620 4.11597  C109 1.090
122 H -14.98995 -0.03001 3.34751  C109 1.090
123 H -14.88499 -0.02606 4.98747  C109 1.090
124 H -15.37983 3.23085 5.48559  C110 1.090
125 H -16.10051 1.93920 6.50151  C110 1.090
126 H -17.21824 2.84783 5.55533  C110 1.090
127 H -16.25061 -1.36580 2.34531  C111 1.090
128 H -17.52373 -1.83446 3.55558  C111 1.090
129 H -17.83386 -1.80458 1.80999  C111 1.090
130 H -18.33533 0.44973 5.70749  O108 0.960
131 C -24.69285 1.24044 -2.03349  C132 1.514, H142 1.090, H143 1.090, H144 1.090
132 C -25.08057 1.74981 -0.66151  C131 1.514, C133 1.564, N137 1.495, C141 1.575
133 C -24.17748 0.99021 0.36548  C132 1.564, C134 1.519, H145 1.090, H146 1.090
134 C -22.71705 1.40592 0.33000  C133 1.519, C135 1.541, H147 1.090, H148 1.090
135 C -22.70056 2.93351 0.53472  C134 1.541, C136 1.516, H149 1.090, H150 1.090
136 C -23.52396 3.78478 -0.41238  C135 1.516, N137 1.534, C139 1.576, C140 1.484
137 N -24.94909 3.23511 -0.54985  C132 1.495, C136 1.534, O138 1.370
138 O -25.77253 3.96084 -1.37046  N137 1.370, H160 0.960
139 C -23.58207 5.15560 0.36276  C136 1.576, H151 1.090, H152 1.090, H153 1.090
140 C -22.85737 4.03336 -1.71420  C136 1.484, H154 1.090, H155 1.090, H156 1.090
141 C -26.56818 1.31152 -0.38835  C132 1.575, H157 1.090, H158 1.090, H159 1.090
142 H -24.72957 1.92913 -2.87755  C131 1.090
143 H -25.18882 0.29546 -2.25514  C131 1.090
144 H -23.66928 0.90657 -2.20363  C131 1.090
145 H -24.47574 1.25057 1.38104  C133 1.090
146 H -24.31889 -0.08849 0.29850  C133 1.090
147 H -22.16579 1.07597 -0.55053  C134 1.090
148 H -22.19000 0.88691 1.13060  C134 1.090
149 H -21.70056 3.22280 0.21161  C135 1.090
150 H -22.83204 3.14248 1.59639  C135 1.090
151 H -23.83847 4.82791 1.37022  C139 1.090
152 H -22.70364 5.79417 0.45601  C139 1.090
153 H -24.30394 5.85834 -0.05336  C139 1.090
154 H -22.73643 3.28169 -2.49425  C140 1.090
155 H -23.22172 4.82415 -2.36995  C140 1.090
156 H -21.80169 4.29247 -1.63351  C140 1.090
157 H -27.34435 1.70091 -1.04716  C141 1.090
158 H -26.94826 1.65262 0.57460  C141 1.090
159 H -26.68516 0.23064 -0.46667  C141 1.090
160 H -25.32976 3.83222 -2.21250  O138 0.960

Computed properties:
Multiplicity ... 2
Highest occupied orbital energy (spin up / spin down) ... -0.141 / -5.674 eV
Charge ... -1

Here are the Mulliken charges for atoms 1 to 2, given in e: atom 1 (C): -0.940, atom 2 (S): 0.446


For the records above, the corresponding calculated total energy values read -13833.27142; -6500.24207 a.u..